Entry 1:
C22H15Cl3GeIIrN3S as an isolated structure in a non-equilibrium geometry. Source: OMol25; level of theory: ωB97M-V/def2-TZVPD.

Structure (XYZ):
```
47
Properties=species:S:1:pos:R:3:forces:R:3
Ir -1.428234 -0.580946 0.073048 -3.52 -1.39 0.78
N 2.286600 -1.936853 -1.294347 0.40 0.20 0.88
C 3.340407 -1.778587 -0.348051 -0.65 -0.31 -1.01
C 4.580178 -2.321437 -0.626356 0.43 -0.12 -0.02
C 5.616795 -2.170033 0.285137 -0.21 -0.20 -0.51
C 5.402440 -1.483715 1.467837 -0.37 0.31 0.41
C 4.149935 -0.949997 1.748392 0.52 0.08 0.25
C 3.120611 -1.094087 0.835589 -0.82 0.66 0.50
S 1.555638 -0.352345 1.212723 0.03 -1.06 -1.11
N 0.556422 -1.029134 -0.015318 0.84 0.89 1.79
C 1.008641 -1.640620 -1.072160 0.43 -0.34 -1.00
C -0.017375 -1.996225 -2.091573 -0.24 -0.03 0.00
C 0.211045 -2.791279 -3.189835 0.09 0.01 0.07
C -0.845874 -3.064619 -4.056544 -0.06 -0.02 -0.08
C -2.094353 -2.540951 -3.790705 0.12 -0.12 -0.06
C -2.261994 -1.757773 -2.659130 0.12 0.03 0.20
N -1.248116 -1.491809 -1.828825 0.03 0.53 -0.37
H 2.535171 -2.368032 -2.169318 0.03 -0.10 -0.13
H 4.741184 -2.862030 -1.551692 0.00 0.00 0.01
H 6.586898 -2.593067 0.066651 0.01 0.00 -0.02
H 6.206408 -1.359956 2.179532 -0.01 -0.01 0.02
H 3.983176 -0.415158 2.675196 0.01 -0.01 0.00
H 1.182876 -3.221079 -3.386881 0.00 -0.04 -0.04
H -0.684303 -3.689768 -4.924373 0.01 0.01 0.00
H -2.937714 -2.732870 -4.438158 -0.01 0.00 0.00
H -3.217570 -1.324256 -2.404980 0.00 0.05 -0.03
I -1.916743 -0.694350 2.593814 0.46 -0.01 0.02
C -1.569387 1.332448 2.853496 0.04 0.30 0.99
C -1.547649 1.943935 4.087165 -0.12 -0.72 -0.45
C -1.361660 3.327517 4.129941 0.11 0.68 -0.39
C -1.245088 4.051747 2.960954 -0.04 -0.17 0.76
C -1.291720 3.420026 1.706519 -0.03 0.17 -0.67
C -1.226238 4.158987 0.498879 -0.04 -0.25 -0.59
C -1.287984 3.525361 -0.731653 0.20 1.16 0.98
C -1.388792 2.145917 -0.799059 -0.08 -1.67 1.29
C -1.459103 1.355193 0.367332 0.63 2.33 -1.04
C -1.430170 2.011435 1.645158 0.05 -0.23 -0.99
H -1.680274 1.384317 5.003164 0.01 -0.03 0.00
H -1.321593 3.825795 5.088621 -0.02 0.01 -0.01
H -1.121775 5.126699 2.998946 -0.01 -0.01 0.01
H -1.138304 5.237093 0.552609 0.00 -0.03 0.00
H -1.247292 4.101927 -1.645395 -0.01 0.04 0.02
H -1.425595 1.669354 -1.770576 -0.06 -0.08 -0.03
Cl -4.341516 0.952358 -1.974931 -0.32 0.11 -0.16
Ge -4.162408 0.219938 0.038649 2.42 -0.41 -0.35
Cl -4.626389 1.807277 1.371738 -0.19 0.01 0.03
Cl -5.539213 -1.356346 0.328769 -0.18 -0.25 0.04
```
Positions in Å, forces in eV/Å.

- Expectation value of S²: 0.77
- Orbital gap (alpha / beta): 0.1908 / 0.1075 Ha
- E_LUMO (alpha / beta): -0.282 / -0.360 Eh
- ΔE to the lowest compared entry with this formula, charge and spin: 190.3 kJ/mol
- Net charge: +2
- DFT total energy: -5268.86242 Eh
- Multiplicity: 2
- HOMO energy (alpha / beta): -12.867 / -12.726 eV

---

Entry 2:
C22H15Cl4N4O5SiTm as an isolated structure in a non-equilibrium geometry. Source: OMol25; level of theory: ωB97M-V/def2-TZVPD.

Structure (XYZ):
```
52
Properties=species:S:1:pos:R:3:forces:R:3
Tm 1.277447 -0.593018 -0.748466 -0.64 2.13 1.83
Cl -2.817314 -5.579867 1.787142 -0.27 -0.20 0.06
C -1.510753 -4.562489 1.299760 0.17 0.28 0.08
C -0.562449 -5.048333 0.388147 -0.08 0.20 0.15
C 0.506655 -4.274196 0.038519 0.17 0.37 0.03
C 0.683693 -2.950725 0.534381 -1.36 -1.38 1.10
O 1.740177 -2.283770 0.250826 1.40 -1.08 0.67
C -0.338620 -2.454608 1.430352 0.47 -0.63 -0.69
C -0.260628 -1.156271 2.000191 0.52 0.72 0.09
N 0.484959 -0.214608 1.503448 -0.62 -0.90 0.01
C 0.614636 1.034551 2.087547 0.05 0.87 0.60
C -0.214321 1.587054 3.051975 0.29 -0.51 -0.45
C -0.002387 2.881871 3.534714 0.17 0.36 -0.03
C 1.021856 3.652717 3.055630 -0.15 -0.11 0.09
C 1.906662 3.134018 2.089490 -0.14 -0.38 -0.14
C 2.988341 3.874689 1.572072 0.18 -0.26 -0.18
C 3.859869 3.261798 0.715365 -0.14 0.29 0.19
C 3.625397 1.930064 0.343022 -0.14 -0.33 0.09
N 2.575670 1.234876 0.723212 0.32 -0.09 -0.16
C 1.720807 1.811638 1.606776 -0.32 0.20 0.37
C -1.393725 -3.304479 1.822763 0.02 -0.07 -0.21
H -0.691308 -6.037460 -0.022320 0.04 -0.09 -0.06
H 1.252050 -4.640380 -0.650398 0.05 -0.02 -0.07
H -0.842481 -0.996312 2.911958 0.03 0.08 -0.03
H -1.050765 1.025938 3.442292 -0.06 -0.07 -0.03
H -0.670446 3.277165 4.286126 -0.03 0.03 0.04
H 1.178579 4.655733 3.418989 0.00 0.15 0.06
H 3.113186 4.904904 1.874369 0.08 0.06 0.02
H 4.708047 3.784266 0.304046 0.12 0.03 -0.01
H 4.339688 1.419544 -0.289750 -0.08 0.08 -0.10
H -2.132260 -2.940847 2.522892 -0.06 0.01 0.08
C -2.110302 1.915777 0.057639 0.09 -0.04 -0.04
C -2.014706 0.855683 -0.971387 -0.01 0.07 0.16
N -1.194016 -0.176530 -0.952786 -0.09 -0.12 -0.28
C -1.409557 -0.867791 -2.118620 -0.57 -0.16 -0.44
C -2.387251 -0.239898 -2.850335 0.50 -0.47 0.11
N -2.774941 0.846612 -2.084528 0.19 -0.10 0.13
C -2.904823 -0.506030 -4.204494 0.22 -0.09 0.19
O -4.199849 -0.155085 -4.395780 -0.39 0.15 -0.34
O -2.248830 -0.955958 -5.093206 -0.16 -0.02 0.06
C -0.575327 -2.124616 -2.354149 -1.88 -0.18 -0.70
O -1.130164 -3.186174 -2.542862 0.18 0.17 -0.07
O 0.672483 -1.881875 -2.274359 0.67 -0.46 -0.47
H -1.122952 2.092954 0.480454 -0.08 0.09 -0.02
H -2.787310 1.614248 0.856668 -0.02 0.04 0.08
H -2.478489 2.832529 -0.396074 -0.02 0.13 0.09
H -3.383925 1.596825 -2.377656 0.14 -0.09 0.06
H -4.679387 0.011787 -3.574890 0.21 -0.16 0.03
Cl 4.505606 1.385632 -3.000536 0.41 0.02 0.04
Si 3.347073 -0.274600 -2.603899 0.05 0.86 -0.75
Cl 2.722507 -0.759898 -4.464957 0.05 -0.28 -0.39
Cl 1.043897 1.542942 -2.019314 0.53 0.86 -0.85
```
Positions in Å, forces in eV/Å.

- Expectation value of S²: 2.00
- Orbital gap (alpha / beta): 0.2543 / 0.2548 Ha
- E_LUMO (alpha / beta): -0.039 / -0.039 Eh
- ΔE to the lowest compared entry with this formula, charge and spin: 210.0 kJ/mol
- DFT total energy: -4658.37805 Eh
- Multiplicity: 3
- HOMO energy (alpha / beta): -7.993 / -8.007 eV